[1]
# C23H18F3NO2

A 2-piece molecular cluster, C23H18F3NO2 overall at a distorted geometry (the ωB97M-V functional and the def2-TZVPD basis, the Open Molecules 2025 dataset).

Last column: Mulliken charge in e.
Atoms and positions in Å:
F  4.967  -4.360  -3.443  -0.298
C  3.693  -4.242  -2.929  0.348
C  2.860  -5.362  -2.964  -0.641
C  1.569  -5.195  -2.449  0.402
F  0.755  -6.303  -2.364  -0.293
C  1.093  -3.978  -2.009  -0.647
C  1.956  -2.833  -1.988  0.607
C  1.382  -1.626  -1.533  0.134
C  1.923  -0.332  -1.378  0.809
C  1.116  0.591  -0.638  -0.391
C  1.591  1.835  -0.280  -0.468
C  2.903  2.222  -0.609  -0.517
C  3.656  1.355  -1.402  0.211
F  4.942  1.729  -1.730  -0.304
C  3.181  0.137  -1.868  -0.638
C  3.309  -3.015  -2.407  -0.914
H  3.204  -6.314  -3.358  0.477
H  0.067  -3.845  -1.664  0.583
H  0.338  -1.727  -1.223  0.381
H  0.107  0.270  -0.342  0.132
H  0.940  2.512  0.275  0.663
H  3.320  3.169  -0.278  0.449
H  3.757  -0.441  -2.584  0.588
H  4.023  -2.207  -2.314  0.439
C  -0.470  3.957  3.436  -0.515
C  -0.139  2.663  3.012  -0.597
C  -1.156  1.764  2.686  -0.236
C  -2.494  2.155  2.761  0.569
C  -3.540  1.222  2.195  -1.108
C  -3.287  0.898  0.711  0.306
C  -4.344  -0.037  0.136  -0.488
O  -3.650  -0.952  -0.702  -0.437
C  -2.291  -0.741  -0.538  0.188
O  -1.529  -1.469  -1.179  -0.755
N  -2.048  0.260  0.351  -0.266
C  -2.829  3.421  3.257  -0.599
C  -1.814  4.328  3.573  -0.445
H  0.323  4.678  3.642  0.362
H  0.896  2.336  2.911  0.507
H  -0.929  0.770  2.299  0.352
H  -3.555  0.268  2.752  0.385
H  -4.543  1.668  2.256  0.261
H  -3.355  1.860  0.152  0.122
H  -4.834  -0.613  0.931  0.336
H  -5.096  0.511  -0.440  0.278
H  -3.887  3.682  3.358  0.313
H  -2.080  5.328  3.916  0.356

## Properties
Kohn-Sham gap in eV: 3.6
Calculated total energy in Ha: -1391.97726
LUMO in Eh: -0.1259


[2]
# H14O7

A 7-piece molecular cluster, H14O7 overall at a distorted geometry (the ωB97M-V functional and the def2-TZVPD basis, the Open Molecules 2025 dataset).

Last column: Mulliken charge in e.
Atoms and positions in Å:
O  -2.104  0.140  -1.372  -0.703
H  -2.495  0.990  -1.671  0.329
H  -2.396  0.199  -0.480  0.325
O  0.788  1.508  1.842  -0.747
H  1.616  1.133  2.127  0.302
H  0.133  0.929  2.196  0.367
O  -1.920  -2.600  -2.825  -0.624
H  -1.549  -3.073  -2.115  0.306
H  -2.001  -1.718  -2.484  0.327
O  0.701  -1.796  1.479  -0.631
H  1.600  -1.913  1.767  0.326
H  0.591  -1.183  0.793  0.329
O  0.760  0.119  -0.741  -0.671
H  -0.151  0.019  -1.104  0.336
H  0.709  0.689  0.003  0.345
O  3.081  -1.253  -0.825  -0.628
H  2.796  -1.831  -1.511  0.292
H  2.326  -0.674  -0.754  0.384
O  -1.127  3.404  1.668  -0.632
H  -1.021  3.965  2.446  0.309
H  -0.336  2.946  1.564  0.360

## Properties
Kohn-Sham gap in eV: 10.8
Calculated total energy in Ha: -535.06419
Structure (SMILES): O.O.O.O.O.O.O
LUMO in Eh: -0.0012


[3]
# C4H12

A 2-piece molecular cluster, C4H12 overall (the ωB97M-V functional and the def2-TZVPD basis, the Open Molecules 2025 dataset).

Last column: Mulliken charge in e.
Atoms and positions in Å:
C  -1.863  -0.381  2.091  -0.645
C  -1.484  0.130  0.796  -0.326
H  -0.932  -0.541  2.750  0.387
H  -2.343  0.392  2.720  0.333
H  -2.362  -1.350  2.110  0.338
H  -1.873  -0.491  -0.026  0.358
H  -0.349  0.054  0.573  0.095
H  -1.672  1.207  0.695  0.382
C  2.032  0.503  -0.958  -0.928
C  1.185  -0.281  -1.971  -0.718
H  2.990  0.789  -1.384  0.331
H  1.578  1.463  -0.653  0.288
H  2.225  -0.094  -0.069  0.296
H  1.807  -0.693  -2.760  0.313
H  0.442  0.356  -2.458  0.269
H  0.618  -1.064  -1.456  0.227

## Properties
2S+1: 2
Kohn-Sham gap (alpha / beta) in eV: 11.9 / 3.8
Charge: +1
Calculated total energy in Ha: -159.15302
LUMO (alpha / beta) in Eh: -0.1291 / -0.4203